1.
Entry from the OMol25 dataset: a cluster of 10 separate species, C19H33Cl18F4I2N2O in total (the ωB97M-V functional and the def2-TZVPD basis).

## Properties
- spin multiplicity = 1
- lowest unoccupied orbital energy (eV) = -3.290
- M (g mol⁻¹) = 1273.440
- total charge = +1
- gap between HOMO and LUMO (eV) = 8.23

Atoms and positions in Å:
C 1.358069 -3.129905 1.213244
C 0.942926 -1.674314 1.380434
I 2.715836 -0.479661 1.088355
C -0.198897 -1.152729 0.476523
I -0.419961 -2.351384 -1.311201
C -1.534835 -1.160022 1.254782
F -1.415955 -0.393138 2.392104
C -2.564386 -0.441704 0.381661
N -4.002829 -0.886799 0.583279
C -4.895017 -0.262465 -0.439995
F -6.097718 -0.110449 0.107364
F -4.411839 0.935457 -0.766289
F -4.945158 -1.027906 -1.517195
C -4.046500 -2.391918 0.605330
C -5.430624 -3.000053 0.676452
C -5.279030 -4.464105 0.239361
O -4.968532 -4.714044 -0.906486
C -3.281406 -2.754393 1.865688
N -1.859202 -2.516543 1.612310
H 1.982562 -3.295595 0.349762
H 0.520229 -3.812823 1.243346
H 1.978337 -3.378200 2.069371
H 0.703583 -1.550534 2.426081
H 0.020460 -0.162307 0.108347
H -2.522527 0.603024 0.653789
H -2.348683 -0.489863 -0.676163
H -4.319497 -0.516457 1.482980
H -3.451453 -2.749714 -0.228039
H -5.871999 -2.953570 1.667656
H -6.141308 -2.576407 -0.021375
H -5.419057 -5.281228 0.963517
H -3.426592 -3.796738 2.112602
H -3.653529 -2.158817 2.705406
H -1.375000 -2.677116 2.489750
C -3.620880 2.502132 -4.024781
Cl -2.092658 2.461394 -3.120958
Cl -3.463557 1.677873 -5.579033
H -4.391652 2.009302 -3.448477
H -3.889826 3.535740 -4.199810
C -0.524229 1.621384 5.481440
Cl 0.702683 0.828495 4.478714
Cl 0.199094 2.739518 6.634348
H -1.193005 2.174297 4.832638
H -1.067511 0.859882 6.028079
C 4.336132 1.610454 4.879478
Cl 5.174410 0.100538 4.492094
Cl 5.044407 2.989795 4.035034
H 3.301799 1.517035 4.580699
H 4.408484 1.779511 5.946996
C -2.186151 4.975295 -7.211464
Cl -1.352093 4.741118 -8.747440
Cl -1.604114 6.410163 -6.354448
H -3.245494 5.095068 -7.404974
H -2.013497 4.107231 -6.586541
C -6.986140 3.647620 -1.305689
Cl -6.541787 3.991955 -2.981599
Cl -6.840258 5.069788 -0.273869
H -8.014688 3.306399 -1.286574
H -6.326423 2.881965 -0.926077
C 6.473600 -2.366912 1.798741
Cl 7.770654 -3.564299 1.805993
Cl 4.878287 -3.121885 1.904957
H 6.601645 -1.708376 2.648850
H 6.526753 -1.804521 0.872194
C 1.403908 8.924807 -6.010371
Cl 1.739693 9.368806 -7.686050
Cl 1.574487 10.303891 -4.917356
H 0.387822 8.556248 -5.946481
H 2.102313 8.153975 -5.708605
C 6.106904 -2.971270 -2.599058
Cl 7.205519 -1.637203 -2.229532
Cl 5.286462 -3.549474 -1.141213
H 5.362597 -2.622948 -3.304554
H 6.679602 -3.786412 -3.024157
C 11.003850 -4.835541 3.851451
Cl 12.246386 -5.615379 2.866332
Cl 11.699656 -3.681267 4.994342
H 10.323603 -4.305837 3.196006
H 10.472745 -5.597937 4.407972

Cartesian forces (eV/Å) of the 2 atoms listed first:
0.4 0.1 0.7
0.4 -0.3 -0.6

=====

2.
Entry from the OMol25 dataset: the molecule C18H20ClNOS (the ωB97M-V functional and the def2-TZVPD basis).

## Properties
- spin multiplicity = 1
- lowest unoccupied orbital energy (eV) = 0.660
- M (g mol⁻¹) = 333.884
- relative energy (zero: lowest compared OMol25 entry of this formula, charge and spin) (kcal per mole) = 86.59
- structure (SMILES) = CC[C@@H](Cl)c1cc(COC)c2c(c1C)Sc1ccccc1N2
- gap between HOMO and LUMO (eV) = 8.52

Atoms and positions in Å:
C 3.263705 0.867839 2.245397
C 3.818535 -0.506165 1.641475
C 2.661497 -1.605691 1.743215
Cl 2.140043 -1.576914 3.512023
C 1.487926 -1.277173 0.770330
C 1.642425 -0.274331 -0.288214
C 0.556398 0.088035 -1.212905
C 0.810259 1.159622 -2.340353
O 2.197527 1.268178 -2.660630
C 2.792537 2.459468 -2.132389
C -0.766353 -0.523620 -1.113525
C -0.919710 -1.551474 -0.057146
C 0.155298 -1.922158 0.846190
C -0.160995 -3.038828 1.904958
S -2.597568 -2.285149 0.030431
C -3.615823 -0.788132 -0.252118
C -4.826298 -0.523515 0.499795
C -5.546317 0.716613 0.227565
C -5.028443 1.654252 -0.768822
C -3.819731 1.354100 -1.531002
C -3.077589 0.125507 -1.282427
N -1.866597 -0.206228 -1.983916
H 2.146739 0.910887 2.257640
H 3.599186 1.755583 1.631714
H 3.662246 1.026186 3.277513
H 4.179156 -0.387907 0.591948
H 4.672302 -0.817190 2.294833
H 3.136663 -2.582066 1.481206
H 2.591366 0.290846 -0.456666
H 0.311954 0.743852 -3.269404
H 0.305935 2.140762 -2.135069
H 3.279072 2.279950 -1.130016
H 2.080813 3.321728 -2.056783
H 3.610278 2.765301 -2.837568
H -0.363929 -2.623004 2.922951
H 0.776197 -3.667238 1.967524
H -0.964921 -3.726940 1.548617
H -5.208055 -1.234901 1.265480
H -6.472120 1.005869 0.783269
H -5.563714 2.609229 -0.959971
H -3.459610 2.091520 -2.284163
H -1.620283 0.483294 -2.690988

Cartesian forces (eV/Å) of the 2 atoms listed first:
0.6 0.4 -0.6
-1.0 0.4 1.0

=====

3.
Entry from the OMol25 dataset: a structure of composition C30H72N5O5S3 (the ωB97M-V functional and the def2-TZVPD basis).

## Properties
- spin multiplicity = 1
- lowest unoccupied orbital energy (eV) = 1.986
- M (g mol⁻¹) = 679.137
- total charge = -1
- gap between HOMO and LUMO (eV) = 7.47

Atoms and positions in Å:
C 5.744099 -5.788618 -2.251574
C 4.668048 -4.946734 -2.956209
S 3.584973 -4.191651 -1.712557
C 1.996259 -4.094042 -2.545348
S 0.801486 -5.330882 -2.019840
O -0.474396 -4.691934 -2.265384
O 1.027331 -5.645210 -0.637917
N 0.930497 -6.549310 -3.046282
S 1.848507 -7.781170 -2.617194
O 3.188495 -7.429712 -2.187368
O 1.191678 -8.718927 -1.747073
C 2.050092 -8.545186 -4.224372
C 0.935642 -9.526589 -4.456820
C 1.056477 -10.808449 -3.778351
O 1.262832 -10.678057 -5.183902
H 6.741514 -5.434949 -2.502717
H 5.626229 -5.681870 -1.175209
H 5.631682 -6.838231 -2.495086
H 4.101547 -5.537440 -3.666653
H 5.158002 -4.124999 -3.473242
H 1.548621 -3.115416 -2.409339
H 2.154964 -4.204995 -3.614801
H 2.954507 -9.141009 -4.267904
H 1.985238 -7.787729 -4.999807
H -0.059836 -9.118734 -4.564886
H 0.078488 -11.180047 -3.510442
H 1.957035 -11.007733 -3.224732
C 0.646286 -1.915579 3.199394
C -0.869000 -2.046197 3.215634
N -1.446577 -2.264686 1.906088
C -2.890491 -2.127171 1.888687
C -3.711768 -3.136054 2.704122
C -0.913853 -3.398408 1.154244
C -1.003261 -4.794179 1.777072
H 0.961811 -1.122187 2.519572
H 1.004063 -1.667898 4.201009
H 1.134742 -2.842675 2.899349
H -1.273380 -1.110143 3.618337
H -1.148915 -2.840616 3.927107
H -3.236467 -2.146701 0.851608
H -3.136567 -1.120537 2.249783
H -3.754816 -4.109488 2.219644
H -4.741206 -2.779106 2.797353
H -3.319298 -3.266726 3.713022
H 0.137104 -3.195328 0.937885
H -1.391992 -3.416807 0.173209
H -0.730218 -4.804481 2.835756
H -0.314432 -5.454062 1.251458
H -1.999125 -5.224948 1.674722
C -1.278029 1.500871 1.355302
C -1.840850 2.905735 1.498906
N -2.906206 2.998077 2.481286
C -3.621318 4.258422 2.437855
C -2.850727 5.535864 2.795716
C -2.582627 2.496742 3.804641
C -1.394987 3.128548 4.545411
H -2.061938 0.781776 1.117627
H -0.547137 1.478012 0.546303
H -0.767634 1.167654 2.260068
H -2.248178 3.209345 0.530494
H -1.009854 3.598015 1.714905
H -4.501120 4.183451 3.083795
H -4.019064 4.375264 1.424566
H -2.683306 5.621843 3.869385
H -3.428227 6.412905 2.493379
H -1.887215 5.590580 2.287497
H -2.397313 1.422927 3.721499
H -3.477130 2.573205 4.428639
H -0.531499 3.271047 3.894289
H -1.082683 2.473563 5.361689
H -1.652384 4.089790 4.989641
C 2.118099 10.465920 2.802554
C 2.127961 8.989689 3.169919
N 1.500202 8.710829 4.446890
C 1.743164 7.360176 4.924635
C 1.168677 6.189118 4.115436
C 0.141051 9.197846 4.600309
C -0.911555 8.702910 3.600022
H 2.581148 11.066076 3.587040
H 2.681590 10.618570 1.881162
H 1.108297 10.840236 2.630131
H 3.170026 8.665333 3.232079
H 1.674584 8.418443 2.344180
H 1.383361 7.287079 5.954705
H 2.827784 7.227336 4.990194
H 0.093292 6.083310 4.254621
H 1.624811 5.255228 4.450241
H 1.372177 6.285909 3.048455
H 0.164414 10.290079 4.560111
H -0.193089 8.969840 5.615557
H -0.545662 8.707714 2.572426
H -1.787649 9.354445 3.635874
H -1.255104 7.698008 3.837075
C -1.642822 0.885797 -3.410759
C -1.096692 0.835046 -4.830210
N 0.166032 0.132239 -4.932586
C 0.821288 0.309726 -6.213190
C 0.134072 -0.251672 -7.465931
C 0.176509 -1.221411 -4.395542
C -0.809093 -2.242882 -4.976319
H -0.912877 1.322605 -2.727718
H -2.543371 1.501963 -3.385351
H -1.915502 -0.102226 -3.039599
H -0.936100 1.863799 -5.167177
H -1.870873 0.409691 -5.489795
H 1.829556 -0.108589 -6.147405
H 0.966105 1.385833 -6.360945
H 0.222626 -1.334963 -7.527669
H 0.610704 0.159607 -8.359307
H -0.922828 0.012867 -7.509117
H -0.001053 -1.158777 -3.319290
H 1.190740 -1.619408 -4.482758
H -1.807734 -1.823164 -5.111221
H -0.898742 -3.089932 -4.291761
H -0.470749 -2.640277 -5.932902

Cartesian forces (eV/Å) of the 2 atoms listed first:
-0.2 0.3 0.1
0.5 0.3 0.1

=====

4.
Entry from the OMol25 dataset: a cluster of 2 separate species, C4H10N in total (the ωB97M-V functional and the def2-TZVPD basis).

## Properties
- spin multiplicity = 2
- lowest unoccupied orbital energy (spin up / spin down) (eV) = 1.041 / 0.977
- M (g mol⁻¹) = 72.131
- relative energy (zero: lowest compared OMol25 entry of this formula, charge and spin) (kcal per mole) = 53.17
- <S²> = 0.753
- gap between HOMO and LUMO (spin up / spin down) (eV) = 6.85 / 10.85

Atoms and positions in Å:
C 0.603340 -3.205313 1.078605
C -0.641623 -3.609800 1.469943
H 1.485704 -3.818748 1.343482
H 0.785287 -2.236752 0.525972
H -0.818663 -4.428015 2.282240
H -1.620509 -3.213043 1.179711
C 1.084054 2.089759 -1.086897
C -1.192320 2.075625 -0.679921
N -0.227073 2.633544 -1.228582
H 1.051338 1.461874 -0.250143
H 1.249341 1.482308 -1.898695
H 1.862740 2.881553 -1.016080
H -1.046090 1.462139 0.183687
H -2.134147 2.757776 -0.701532
H -0.441378 3.667092 -1.201791

Cartesian forces (eV/Å) of the 2 atoms listed first:
-1.5 0.0 0.3
0.9 -0.9 1.2

=====

5.
Entry from the OMol25 dataset: a structure of composition C5H6GaO2 (the ωB97M-V functional and the def2-TZVPD basis).

## Properties
- spin multiplicity = 2
- lowest unoccupied orbital energy (spin up / spin down) (eV) = 0.357 / 0.207
- M (g mol⁻¹) = 167.824
- relative energy (zero: lowest compared OMol25 entry of this formula, charge and spin) (kcal per mole) = 0.00
- <S²> = 0.753
- gap between HOMO and LUMO (spin up / spin down) (eV) = 7.49 / 8.43

Atoms and positions in Å:
C 1.588675 0.796272 1.188060
C 0.476012 0.427740 0.693267
C -0.966878 0.212360 0.480817
C -1.246952 -1.159008 -0.082721
O -2.481141 -1.454802 -0.438488
Ga -3.941266 -0.690108 -0.633692
H 2.232722 1.179362 1.968455
H -1.328385 0.986136 -0.223600
H -1.515835 0.382332 1.430117
H -0.593754 -1.981749 0.254004
C 1.795402 0.149043 -0.455970
O 1.667835 0.868104 -1.619033
H 1.788423 -0.933400 -0.677717
H 2.525137 1.217720 -1.883501

Cartesian forces (eV/Å) of the 2 atoms listed first:
1.4 -1.1 -2.8
1.3 -0.7 -2.9

=====

6.
Entry from the OMol25 dataset: a structure of composition C26H54IN3O9SSi2 (the ωB97M-V functional and the def2-TZVPD basis).

## Properties
- spin multiplicity = 1
- lowest unoccupied orbital energy (eV) = 0.259
- M (g mol⁻¹) = 767.873
- gap between HOMO and LUMO (eV) = 8.47

Atoms and positions in Å:
C -3.847169 1.132864 0.734611
N -2.693918 1.007165 1.683683
C -2.246883 -0.398784 1.849159
Si -0.648393 -0.853168 0.962278
I -0.259029 -3.291489 1.276050
O 0.756502 -0.074962 1.412803
Si 0.724063 0.888987 2.825087
C 1.984582 0.177443 4.098531
C 1.205569 -0.593783 5.268904
C 0.238771 0.331978 6.093022
N 0.127338 -0.135092 7.518366
C 1.170988 2.681227 2.273593
C 2.385563 3.310544 3.060854
C 2.037859 3.877659 4.488958
C 1.177873 5.195177 4.487983
N -0.232601 4.912188 4.167849
C -0.981273 5.502273 3.138648
C -2.263295 4.833895 3.246725
C -2.285868 3.846897 4.350390
C -0.936157 3.967952 4.894973
S -0.812058 -0.586556 -1.233705
C -1.172063 -2.162752 -2.108751
O -1.810031 0.434761 -1.610069
O 0.493960 -0.106781 -1.754402
H -4.112314 0.163195 0.232833
H -4.738358 1.638486 1.179465
H -3.488509 1.802799 -0.098805
H -3.105527 1.250165 2.592045
H -3.031546 -1.164682 1.551768
H -2.087870 -0.577433 2.954310
H -0.544427 0.993005 3.538573
H 2.659380 -0.587010 3.614365
H 2.593388 0.972785 4.594165
H 0.571094 -1.428439 4.851170
H 1.959993 -0.993231 6.002968
H -0.810685 0.379591 5.684180
H 0.595006 1.395569 6.155134
H -0.501625 -0.938485 7.556087
H -0.312689 0.631235 8.040392
H 1.496200 2.615063 1.191583
H 0.236344 3.295412 2.279786
H 2.781277 4.155238 2.422138
H 3.231942 2.584523 3.182993
H 3.024978 4.147247 4.971512
H 1.611935 3.047173 5.103549
H 1.293032 5.647111 5.516404
H 1.600031 5.931716 3.756629
H -0.617482 6.281951 2.446492
H -3.121776 5.025010 2.559427
H -3.080571 3.163022 4.701253
H -0.492938 3.417639 5.751616
H -0.285476 -2.842563 -1.973184
H -2.098876 -2.684958 -1.759534
H -1.266936 -2.007079 -3.219171
O -3.774788 -4.755116 -6.012116
C -3.538032 -3.652126 -6.436382
O -3.885848 -2.571751 -5.711219
C -3.511662 -1.226708 -6.041577
C -4.459947 -0.635234 -7.063793
C -2.937189 -3.459090 -7.802334
H -2.466744 -1.178745 -6.356961
H -3.579995 -0.656854 -5.113150
H -4.438669 -1.190610 -8.002679
H -4.200397 0.404417 -7.272374
H -5.487580 -0.675779 -6.696616
H -3.723885 -3.546436 -8.552667
H -2.195053 -4.240227 -7.965796
H -2.417358 -2.513660 -7.928216
O -0.373464 -1.651733 -8.510114
C 0.264075 -0.687614 -8.166692
O -0.009123 -0.091932 -6.993666
C 0.790124 0.953320 -6.417889
C 0.418505 2.303544 -6.994706
C 1.306391 -0.089522 -9.073673
H 1.854223 0.729666 -6.517606
H 0.572346 0.946976 -5.349020
H 0.599944 2.347896 -8.069993
H 0.993948 3.097150 -6.515430
H -0.645126 2.499821 -6.846172
H 0.813645 0.536553 -9.817626
H 1.830864 -0.901808 -9.576902
H 2.065601 0.491739 -8.554958
O 4.483709 -2.645742 5.645194
C 4.498545 -3.405450 4.711929
O 4.183529 -2.956784 3.482469
C 4.322831 -3.728379 2.281543
C 3.124512 -4.629582 2.068616
C 4.781202 -4.871313 4.913008
H 5.268652 -4.274993 2.277071
H 4.379566 -3.006672 1.465410
H 3.015063 -5.356192 2.875997
H 3.213765 -5.173631 1.126233
H 2.208719 -4.036065 2.050603
H 3.873905 -5.363891 5.262901
H 5.559489 -4.970383 5.669614
H 5.150384 -5.378757 4.024048

Cartesian forces (eV/Å) of the 2 atoms listed first:
0.7 0.9 -1.6
-1.4 -0.8 0.6